2 unconnected molecules or ions with the total composition C5H11N in a non-equilibrium geometry. Source: the OMol25 dataset; level of theory: ωB97M-V/def2-TZVPD.

Its spin multiplicity is 1. The value obtained for the energy above the lowest of the compared OMol25 structures with the same formula, charge and spin is 788.4 kJ/mol. As for the charge: 0. The orbital gap comes out at 2.901 eV. The value obtained for the strongest force on any atom is 4.10 eV/A. The value obtained for the total energy is -251.562257 Eh. The LUMO energy comes out at -3.06 eV.

Structure (XYZ):
```
17
C5H11N ωB97M-V/def2-TZVPD
C 2.58206 2.07276 -0.01991
C -1.77808 -2.64332 -0.08270
C -1.46513 -1.25057 -0.28172
C -2.20658 -0.19583 -0.73264
C -0.17681 -0.87142 0.43060
N 1.64540 1.82374 0.98504
H 2.83903 3.20283 -0.03993
H 3.44490 1.38915 -0.03617
H -2.59421 -3.05984 -0.56993
H -1.05769 -3.34715 0.24977
H -1.87393 0.65238 -1.30437
H -3.32132 -0.22139 -0.61452
H 0.47649 -0.22411 -0.15367
H -0.36567 -0.20510 1.27307
H 0.22413 -1.80856 0.65456
H 1.52090 2.79117 1.33896
H 2.10652 1.89527 -1.09643
```